# 1
Density functional theory data (wB97M-V/def2-TZVPD) for a cluster of 9 separate species, C42H112B2F8N7O14 in total.

As for the expectation value of S²: 0.754. For the HOMO energy (alpha / beta), the calculation gives -19.43 / -19.43 eV. Its charge is +6. As for the spin multiplicity: 2.

Last column: Mulliken charge in e.
Atoms and positions in Å:
1 C -5.87 -21.89 -3.45  0.082
2 O -5.02 -22.54 -2.52  -0.558
3 C -4.81 -23.92 -2.77  0.650
4 C -4.63 -24.57 -1.37  -1.348
5 N -3.71 -23.77 -0.42  -0.158
6 H -4.17 -22.94 -0.06  0.369
7 H -3.54 -24.36 0.38  0.433
8 C -2.28 -23.31 -0.94  -0.141
9 C -1.40 -24.52 -1.30  -0.474
10 O -2.08 -25.46 -2.06  -0.034
11 C -1.63 -25.62 -3.37  -0.834
12 H -6.81 -22.38 -3.72  0.028
13 H -5.45 -21.92 -4.46  -0.308
14 H -6.24 -20.90 -3.21  0.282
15 H -3.88 -24.01 -3.33  -0.126
16 H -5.61 -24.46 -3.27  0.300
17 H -4.32 -25.61 -1.48  0.439
18 H -5.56 -24.71 -0.82  0.547
19 H -1.87 -22.75 -0.11  0.474
20 H -2.57 -22.68 -1.79  0.102
21 H -1.14 -25.21 -0.50  0.312
22 H -0.49 -24.21 -1.82  0.472
23 H -2.10 -26.47 -3.86  0.301
24 H -0.65 -26.07 -3.20  0.468
25 H -1.60 -24.73 -4.00  0.569
26 C -15.28 -20.41 -1.16  -0.748
27 O -14.28 -21.22 -1.30  -0.268
28 C -14.58 -22.59 -1.45  -0.608
29 C -13.38 -23.56 -1.32  -0.655
30 N -12.14 -23.30 -2.22  -0.027
31 H -12.01 -23.85 -3.06  0.386
32 H -12.38 -22.35 -2.46  0.368
33 C -10.88 -23.45 -1.35  -1.102
34 C -9.71 -22.68 -1.93  -0.090
35 O -10.17 -21.34 -2.25  -0.407
36 C -9.13 -20.57 -2.96  0.190
37 H -15.85 -20.68 -0.27  0.329
38 H -15.95 -20.42 -2.02  0.328
39 H -14.95 -19.39 -0.98  0.225
40 H -15.20 -22.79 -2.32  0.471
41 H -15.06 -22.89 -0.52  0.420
42 H -13.79 -24.39 -1.90  0.295
43 H -13.28 -23.84 -0.27  0.421
44 H -10.64 -24.50 -1.18  0.359
45 H -11.03 -23.02 -0.36  0.521
46 H -9.28 -23.14 -2.82  0.068
47 H -8.87 -22.44 -1.27  0.438
48 H -8.32 -20.37 -2.26  0.402
49 H -9.62 -19.61 -3.10  -0.138
50 H -8.74 -21.15 -3.80  -0.224
51 C -1.87 -14.09 -1.62  -0.825
52 O -2.88 -14.94 -2.19  -0.325
53 C -3.75 -14.23 -3.06  -0.703
54 C -4.87 -15.22 -3.49  -0.482
55 N -4.19 -16.49 -4.20  -0.069
56 H -3.66 -16.13 -4.98  0.435
57 H -3.38 -16.71 -3.64  0.433
58 C -5.01 -17.76 -4.41  -0.709
59 C -3.99 -18.96 -4.78  0.445
60 O -2.94 -19.13 -3.91  -0.488
61 C -3.21 -19.30 -2.50  -0.574
62 H -1.33 -14.62 -0.83  0.265
63 H -2.05 -13.06 -1.32  0.337
64 H -1.22 -13.82 -2.45  0.367
65 H -3.12 -13.81 -3.86  0.422
66 H -4.16 -13.39 -2.49  0.485
67 H -5.57 -14.89 -4.25  0.397
68 H -5.42 -15.63 -2.64  0.307
69 H -5.67 -17.67 -5.27  0.433
70 H -5.59 -18.00 -3.52  0.254
71 H -3.49 -18.91 -5.75  0.050
72 H -4.48 -19.93 -4.67  -0.269
73 H -2.72 -20.22 -2.19  0.036
74 H -4.25 -19.39 -2.19  0.289
75 H -2.80 -18.47 -1.92  0.365
76 C -5.45 -22.96 -11.31  -0.655
77 O -4.47 -21.96 -11.23  -0.382
78 C -3.60 -22.09 -10.00  0.045
79 C -3.23 -20.71 -9.57  -1.013
80 N -4.43 -19.73 -9.52  2.471
81 H -4.87 -19.52 -10.41  -0.036
82 H -5.12 -20.22 -8.96  -0.714
83 C -4.15 -18.23 -9.09  0.025
84 C -3.52 -17.50 -10.33  -0.832
85 O -4.27 -17.82 -11.48  -0.147
86 C -4.28 -16.75 -12.37  -0.793
87 H -6.11 -22.96 -10.44  0.013
88 H -5.18 -24.01 -11.18  0.424
89 H -6.11 -22.89 -12.17  0.366
90 H -2.77 -22.76 -10.23  0.616
91 H -4.17 -22.51 -9.16  -0.410
92 H -2.61 -20.31 -10.37  0.457
93 H -2.73 -20.53 -8.62  0.530
94 H -3.58 -18.23 -8.16  0.216
95 H -5.08 -17.79 -8.73  0.083
96 H -2.45 -17.69 -10.33  0.284
97 H -3.66 -16.44 -10.13  0.518
98 H -5.28 -16.37 -12.21  0.066
99 H -4.35 -17.17 -13.37  0.305
100 H -3.66 -15.86 -12.38  0.491
101 C -6.79 -14.70 -14.76  -0.852
102 O -7.07 -15.12 -13.41  -0.201
103 C -8.21 -14.44 -12.84  -0.714
104 C -8.38 -14.63 -11.43  -0.621
105 N -8.24 -16.13 -11.05  0.166
106 H -7.27 -16.28 -11.28  -0.255
107 H -8.35 -16.23 -10.05  0.422
108 C -9.12 -17.25 -11.71  -0.730
109 C -8.35 -18.63 -11.74  0.083
110 O -7.21 -18.50 -12.53  -0.321
111 C -6.37 -19.60 -12.28  -0.725
112 H -6.87 -13.61 -14.76  0.355
113 H -7.39 -15.02 -15.61  0.333
114 H -5.80 -14.96 -15.13  0.283
115 H -9.08 -14.68 -13.45  0.479
116 H -8.02 -13.37 -12.97  0.553
117 H -9.27 -14.22 -10.95  0.320
118 H -7.54 -14.29 -10.84  0.378
119 H -9.43 -16.97 -12.72  0.354
120 H -10.00 -17.27 -11.06  0.483
121 H -9.08 -19.29 -12.21  0.424
122 H -8.20 -19.03 -10.74  -0.243
123 H -5.32 -19.56 -12.54  0.523
124 H -6.78 -20.31 -13.00  0.492
125 H -6.27 -19.96 -11.25  -0.061
126 C -6.35 -23.97 -6.46  -0.676
127 O -7.25 -24.82 -5.87  -0.388
128 C -8.50 -24.92 -6.46  -1.020
129 C -9.62 -23.83 -6.23  0.151
130 N -9.31 -22.48 -7.07  0.467
131 H -8.48 -22.04 -6.70  -0.610
132 H -9.10 -22.72 -8.03  0.567
133 C -10.50 -21.43 -7.04  -0.144
134 C -11.90 -22.02 -7.32  -1.043
135 O -12.39 -22.80 -6.15  -0.165
136 C -13.74 -23.09 -6.36  -0.888
137 H -6.42 -23.83 -7.54  0.606
138 H -5.34 -24.35 -6.32  0.258
139 H -6.38 -22.96 -6.05  -0.130
140 H -8.90 -25.83 -6.02  0.446
141 H -8.43 -25.10 -7.53  0.469
142 H -9.65 -23.47 -5.20  -0.080
143 H -10.59 -24.13 -6.63  0.583
144 H -10.20 -20.65 -7.74  0.330
145 H -10.50 -20.98 -6.05  0.150
146 H -11.88 -22.72 -8.16  0.467
147 H -12.57 -21.20 -7.58  0.579
148 H -13.89 -23.68 -7.26  0.353
149 H -14.43 -22.24 -6.43  0.365
150 H -14.11 -23.67 -5.52  0.262
151 C -9.26 -17.23 -5.64  -0.207
152 O -10.58 -16.91 -5.80  -0.353
153 C -11.22 -16.62 -4.56  -0.084
154 C -11.31 -15.12 -4.15  -0.990
155 N -11.75 -14.17 -5.32  -0.126
156 H -12.57 -14.64 -5.66  0.384
157 H -12.09 -13.29 -4.96  0.446
158 C -10.78 -13.91 -6.40  -0.147
159 C -11.38 -13.38 -7.78  -0.773
160 O -12.48 -12.49 -7.46  -0.400
161 C -13.08 -11.98 -8.63  -0.725
162 H -8.68 -17.53 -6.51  0.189
163 H -9.17 -18.02 -4.89  -0.205
164 H -8.65 -16.39 -5.31  0.442
165 H -10.83 -17.18 -3.70  0.089
166 H -12.25 -16.89 -4.76  0.462
167 H -10.38 -14.73 -3.74  0.363
168 H -12.08 -14.85 -3.43  0.473
169 H -10.13 -14.77 -6.58  -0.074
170 H -10.00 -13.25 -6.01  0.438
171 H -11.87 -14.16 -8.36  0.456
172 H -10.69 -12.90 -8.47  0.456
173 H -13.18 -12.73 -9.42  0.323
174 H -12.58 -11.06 -8.91  0.304
175 H -14.09 -11.70 -8.33  0.275
176 B -2.54 -22.96 -6.56  -0.085
177 F -1.71 -22.71 -7.59  -0.333
178 F -2.03 -22.33 -5.45  -0.400
179 F -3.78 -22.47 -6.89  0.068
180 F -2.63 -24.29 -6.42  -0.355
181 B -6.85 -20.35 -7.19  -0.454
182 F -6.13 -19.23 -6.93  -0.255
183 F -7.38 -20.79 -6.08  0.185
184 F -7.87 -19.93 -8.02  -0.558
185 F -6.05 -21.24 -7.85  -0.273


# 2
Density functional theory data (wB97M-V/def2-TZVPD) for a structure of composition C42H113HgN9O11.

For the HOMO energy, the calculation gives -7.29 eV. Its charge is 0.

Last column: Mulliken charge in e.
Atoms and positions in Å:
1 Hg -2.48 1.90 0.46  2.703
2 C 1.86 1.21 1.38  -1.123
3 C 0.87 0.45 0.46  -0.177
4 C 0.70 -1.03 0.80  -0.556
5 O -0.35 1.13 0.46  -0.009
6 H 2.80 0.71 1.63  0.437
7 H 1.58 1.53 2.39  0.208
8 H 2.31 1.92 0.67  0.172
9 H 1.30 0.61 -0.53  -0.257
10 H 1.53 -1.65 0.47  0.478
11 H -0.18 -1.38 0.26  0.114
12 H 0.52 -1.29 1.85  -0.545
13 C -3.35 3.10 4.89  -1.660
14 C -2.45 3.41 3.72  0.798
15 C -0.97 3.09 3.96  -0.470
16 O -2.81 2.78 2.58  -0.505
17 H -3.31 2.03 5.10  0.248
18 H -4.35 3.52 4.74  0.385
19 H -2.87 3.64 5.70  0.442
20 H -2.62 4.48 3.56  0.055
21 H -0.88 2.04 4.21  -0.167
22 H -0.64 3.58 4.88  0.517
23 H -0.19 3.30 3.24  -0.346
24 C -3.46 -2.77 1.67  -1.583
25 C -3.79 -1.61 0.77  0.885
26 C -5.35 -1.46 0.61  -1.100
27 O -6.05 -2.49 -0.09  -0.210
28 C -7.39 -2.33 0.13  -0.818
29 N -3.17 -0.33 1.14  -0.006
30 H -2.49 -3.25 1.55  0.146
31 H -4.17 -3.58 1.49  0.482
32 H -3.48 -2.39 2.69  0.519
33 H -3.43 -1.76 -0.25  -0.272
34 H -5.59 -0.65 -0.08  0.359
35 H -5.72 -1.24 1.61  0.541
36 H -7.65 -1.33 -0.21  0.333
37 H -7.55 -2.45 1.21  0.328
38 H -7.98 -3.00 -0.50  0.227
39 H -2.20 -0.48 1.38  -0.105
40 H -3.52 -0.30 2.09  0.162
41 C 5.57 -3.64 -5.44  -1.240
42 C 6.28 -2.41 -4.85  0.549
43 C 5.96 -2.29 -3.32  -0.793
44 O 4.69 -1.72 -3.22  -0.252
45 C 4.10 -1.91 -1.91  -0.724
46 N 7.76 -2.49 -5.11  -0.698
47 H 6.09 -4.53 -5.09  0.399
48 H 5.58 -3.85 -6.51  0.371
49 H 4.64 -3.78 -4.88  0.158
50 H 5.84 -1.50 -5.26  0.236
51 H 6.67 -1.58 -2.91  0.362
52 H 6.13 -3.28 -2.90  0.330
53 H 3.84 -2.88 -1.48  0.288
54 H 3.17 -1.34 -1.86  0.058
55 H 4.62 -1.48 -1.05  0.489
56 H 8.38 -1.81 -4.70  0.211
57 H 7.91 -2.41 -6.11  0.246
58 C -2.17 -3.32 5.83  -1.320
59 C -1.18 -2.18 5.57  0.243
60 C 0.11 -2.49 4.73  -0.415
61 O 0.99 -1.33 4.82  -0.333
62 C 2.23 -1.49 4.13  -0.463
63 N -1.79 -1.00 5.01  -0.399
64 H -1.60 -4.20 6.15  0.378
65 H -2.73 -3.49 4.92  0.146
66 H -2.87 -3.10 6.63  0.371
67 H -0.83 -1.88 6.56  0.326
68 H -0.09 -2.82 3.71  -0.038
69 H 0.62 -3.28 5.29  0.628
70 H 2.58 -0.49 3.89  0.272
71 H 2.13 -1.75 3.08  0.038
72 H 2.90 -2.19 4.63  0.322
73 H -1.16 -0.53 4.38  0.041
74 H -1.94 -0.31 5.73  0.254
75 C 1.33 4.44 -2.19  -1.123
76 C 0.16 3.67 -2.89  0.994
77 C 0.22 3.70 -4.42  -1.501
78 O 1.45 3.11 -4.92  -0.328
79 C 1.51 2.85 -6.35  -0.714
80 N 0.13 2.34 -2.46  0.341
81 H 1.21 5.47 -2.51  0.409
82 H 2.37 4.22 -2.45  0.376
83 H 1.28 4.36 -1.10  -0.151
84 H -0.80 4.15 -2.72  0.689
85 H 0.10 4.73 -4.75  0.538
86 H -0.74 3.29 -4.73  0.408
87 H 2.53 2.65 -6.66  0.245
88 H 1.03 3.63 -6.94  0.319
89 H 0.93 1.94 -6.54  0.185
90 H 0.92 1.87 -2.87  0.353
91 H 0.23 2.37 -1.46  -0.451
92 C -4.49 1.69 -2.93  -1.548
93 C -3.57 0.52 -2.46  0.841
94 C -3.03 -0.43 -3.53  -0.609
95 O -2.43 0.49 -4.42  -0.367
96 C -1.26 -0.07 -4.98  -0.249
97 N -2.55 1.21 -1.76  0.315
98 H -4.00 2.56 -3.36  0.291
99 H -4.89 2.09 -2.00  0.411
100 H -5.21 1.33 -3.66  0.431
101 H -4.21 -0.05 -1.78  -0.747
102 H -3.78 -0.96 -4.13  0.648
103 H -2.39 -1.22 -3.14  0.226
104 H -0.71 0.63 -5.59  -0.124
105 H -1.46 -0.88 -5.68  0.441
106 H -0.46 -0.38 -4.30  0.084
107 H -1.77 0.59 -1.92  -0.113
108 H -2.36 1.92 -2.46  -0.261
109 C 2.21 -4.76 0.41  -1.490
110 C 1.43 -5.24 1.75  1.219
111 C 0.51 -6.52 1.46  -0.850
112 O 1.36 -7.66 1.16  -0.308
113 C 0.80 -8.91 1.49  -0.795
114 N 2.45 -5.70 2.69  -0.772
115 H 3.03 -4.06 0.58  0.426
116 H 1.56 -4.33 -0.36  0.106
117 H 2.81 -5.57 0.00  0.619
118 H 0.73 -4.49 2.11  -0.369
119 H -0.03 -6.32 0.53  0.189
120 H -0.17 -6.71 2.29  0.566
121 H 1.04 -9.17 2.52  0.282
122 H 1.24 -9.68 0.85  0.238
123 H -0.27 -8.90 1.32  0.331
124 H 1.99 -6.13 3.48  0.279
125 H 2.95 -6.47 2.27  0.344
126 C -0.72 4.99 1.05  -0.449
127 C -2.02 5.21 0.27  -0.183
128 C -2.03 6.58 -0.46  -0.994
129 O -0.94 6.65 -1.39  -0.133
130 C -0.50 8.05 -1.65  -0.904
131 N -2.31 4.17 -0.75  -0.213
132 H 0.13 5.38 0.50  0.362
133 H -0.56 3.92 1.19  -0.763
134 H -0.69 5.50 2.01  0.616
135 H -2.86 5.20 0.96  0.447
136 H -1.89 7.38 0.27  0.613
137 H -2.94 6.76 -1.04  0.274
138 H -0.83 8.31 -2.65  0.302
139 H 0.57 8.21 -1.63  0.266
140 H -0.90 8.79 -0.96  0.378
141 H -1.62 4.32 -1.47  -0.833
142 H -3.20 4.46 -1.13  0.201
143 C 4.49 5.20 6.11  -1.404
144 C 4.17 5.81 4.78  0.463
145 C 3.77 4.81 3.59  -0.467
146 O 3.37 5.59 2.47  -0.502
147 C 3.10 4.85 1.26  -0.423
148 N 3.05 6.71 4.91  -0.763
149 H 3.58 4.85 6.60  0.325
150 H 4.98 5.91 6.77  0.352
151 H 5.19 4.38 5.94  0.347
152 H 5.07 6.32 4.44  0.249
153 H 2.87 4.27 3.89  0.101
154 H 4.47 3.98 3.48  0.446
155 H 2.78 5.47 0.42  0.347
156 H 2.33 4.10 1.44  -0.086
157 H 3.99 4.48 0.74  0.395
158 H 2.74 6.64 3.95  0.375
159 H 2.24 6.42 5.43  0.277
160 C -3.15 -4.77 -2.04  -1.062
161 C -2.18 -4.94 -3.32  0.824
162 C -0.65 -5.17 -3.02  -1.183
163 O -0.19 -3.95 -2.38  0.128
164 C 0.84 -3.21 -2.97  -0.758
165 N -2.55 -6.16 -4.05  -0.800
166 H -2.69 -4.15 -1.27  -0.069
167 H -3.17 -5.82 -1.74  0.431
168 H -4.14 -4.35 -2.19  0.389
169 H -2.10 -4.08 -3.98  0.104
170 H -0.16 -5.46 -3.95  0.389
171 H -0.33 -5.97 -2.37  0.343
172 H 1.79 -3.74 -3.03  0.464
173 H 1.04 -2.32 -2.37  -0.158
174 H 0.55 -2.79 -3.94  0.447
175 H -2.63 -6.98 -3.46  0.282
176 H -3.51 -5.96 -4.30  0.270


The lowest charge belongs to which entry?
C42H113HgN9O11


Among the records above, which one has the lowest charge?
C42H113HgN9O11


Which of these has the lowest charge?
C42H113HgN9O11


Among the records above, which one has the highest charge?
C42H112B2F8N7O14